Record 1
ORCA calculation (ωB97M-V with the def2-TZVPD basis set) on a structure of composition C30H34BN14Tl.

The geometry in XYZ format:
```
80
C30H34BN14Tl, DFT ωB97M-V with the def2-TZVPD basis set
Tl 0.086 -0.743 0.440
C -3.113 0.828 3.285
C -2.046 -0.029 3.021
N -1.290 0.444 2.037
N -1.851 1.621 1.642
C -2.961 1.849 2.380
B -1.114 2.375 0.519
N -1.477 1.718 -0.834
C -2.240 2.180 -1.844
C -2.532 1.148 -2.706
C -1.901 0.043 -2.150
N -1.274 0.382 -1.022
N 0.403 2.378 0.782
C 1.162 3.368 1.302
C 2.435 2.901 1.514
C 2.382 1.572 1.109
N 1.165 1.261 0.668
N -1.496 3.907 0.459
C -2.108 4.720 1.256
C -1.993 6.063 0.701
C -1.227 5.866 -0.486
N -0.911 4.621 -0.656
H -3.890 0.715 4.021
H -1.802 -0.967 3.496
H -3.617 2.684 2.199
H -2.543 3.210 -1.899
H -3.120 1.190 -3.606
H -1.881 -0.975 -2.500
H 0.772 4.359 1.461
H 3.283 3.447 1.888
H 3.177 0.848 1.091
H -2.568 4.428 2.187
H -2.396 6.973 1.118
H -0.912 6.610 -1.203
C 2.191 2.642 -2.679
C 3.025 1.375 -2.477
C 4.146 1.268 -3.512
C 2.167 0.129 -2.498
C 1.290 -0.132 -3.548
C 0.541 -1.303 -3.606
C 0.595 -2.248 -2.592
C -0.193 -3.528 -2.655
C 1.482 -2.003 -1.532
C 2.281 -0.847 -1.515
H 2.789 3.526 -2.457
H 1.307 2.654 -2.033
H 1.856 2.735 -3.714
H 3.483 1.434 -1.484
H 3.734 1.187 -4.520
H 4.771 0.393 -3.336
H 4.782 2.152 -3.483
H 1.206 0.581 -4.359
H -0.100 -1.478 -4.462
H -0.610 -3.799 -1.682
H 0.448 -4.353 -2.971
H -1.008 -3.464 -3.375
H 1.673 -2.806 -0.826
H 3.041 -0.729 -0.751
N -3.297 -1.757 0.284
C -2.613 -2.630 1.029
N -3.309 -3.562 1.651
C -2.607 -4.401 2.420
N -3.244 -5.384 3.028
N -1.262 -4.304 2.643
C -0.667 -3.363 1.977
N -1.250 -2.502 1.116
C 0.804 -3.216 2.214
C 1.487 -4.165 2.952
C 2.848 -3.999 3.161
C 3.482 -2.890 2.625
C 2.733 -1.987 1.897
N 1.419 -2.144 1.694
H -4.288 -1.910 0.184
H -2.852 -1.036 -0.254
H -4.233 -5.509 2.878
H -2.736 -6.038 3.600
H 0.947 -5.011 3.347
H 3.405 -4.729 3.734
H 4.541 -2.722 2.759
H 3.198 -1.121 1.455
```

Values from the calculation:
max |F|: 0.010 Eh/bohr
LUMO (spin up / spin down): -0.318 / -0.437 hartree
E_HOMO (spin up / spin down): -16.4 / -16.4 eV
net charge: +3
energy relative to the best compared isomer or geometry (same formula, charge and spin): 0.0 kcal/mol
⟨S²⟩: 0.76
frontier orbital gap (spin up / spin down): 7.77 / 4.54 eV
spin multiplicity: 2


Record 2
ORCA calculation (ωB97M-V with the def2-TZVPD basis set) on the ion C3H5N2O2 with charge +1 in a non-equilibrium geometry.

The geometry in XYZ format:
```
12
C3H5N2O2, DFT ωB97M-V with the def2-TZVPD basis set
O -1.965 0.308 0.775
C -1.559 0.478 -0.306
N -0.244 1.275 -0.351
C 0.884 0.780 0.113
N 1.066 -0.434 0.556
C 0.257 -1.573 0.075
O -0.616 -1.497 -0.732
H -1.974 0.178 -1.370
H -0.164 2.346 -0.633
H 1.717 1.469 0.385
H 1.930 -0.742 1.014
H 0.668 -2.589 0.474
```

Values from the calculation:
SMILES: O=CN/C=[NH+]\C=O
max |F|: 0.067 Eh/bohr
LUMO: -0.185 hartree
E_HOMO: -15.8 eV
net charge: +1
energy relative to the best compared isomer or geometry (same formula, charge and spin): 18.4 kcal/mol
frontier orbital gap: 10.74 eV


Record 3
ORCA calculation (ωB97M-V with the def2-TZVPD basis set) on an isolated molecule of C20H19N9O in a non-equilibrium geometry.

The geometry in XYZ format:
```
49
C20H19N9O, DFT ωB97M-V with the def2-TZVPD basis set
C -0.095 -0.880 -6.937
N 0.373 -1.589 8.839
O -0.186 2.062 -2.341
C 0.099 -1.736 7.715
N -1.205 -3.735 2.197
N -0.396 -2.105 -0.057
N 0.070 -0.917 4.079
N -0.074 -0.086 -6.062
C -0.190 0.841 -2.403
C -1.103 -4.198 3.410
C -0.269 -1.322 -1.126
C 0.200 -0.866 5.401
C -0.557 -1.562 1.126
C -0.378 -2.066 3.532
C -0.515 -3.128 5.717
C -0.547 -0.126 1.266
C -0.089 -1.928 6.287
C -0.624 -3.160 4.326
C -0.352 0.087 -1.123
C -0.483 0.674 0.135
N 0.719 0.304 5.850
N -0.686 -2.433 2.218
N -0.474 2.037 0.230
N -0.046 0.211 -3.658
C -2.503 2.567 1.615
C -0.206 3.356 2.261
C -0.758 2.150 -5.238
C 0.783 2.060 -5.238
C -1.123 3.009 1.136
C -0.071 0.842 -4.944
H -1.410 -5.204 3.712
H -0.114 -1.782 -2.090
H -0.660 -3.997 6.322
H -0.607 0.334 2.271
H 1.399 0.182 6.574
H 0.926 0.927 5.081
H -0.189 2.441 -0.654
H -0.176 -0.767 -3.707
H -2.418 1.737 2.332
H -3.109 2.142 0.786
H -3.141 3.386 2.014
H -0.571 4.244 2.750
H 0.824 3.523 1.883
H -0.228 2.538 2.988
H -1.270 2.233 -6.197
H -1.353 2.637 -4.423
H 1.318 2.576 -4.427
H 1.276 2.163 -6.215
H -1.214 3.907 0.534
```

Values from the calculation:
max |F|: 0.063 Eh/bohr
LUMO: -0.008 hartree
E_HOMO: -8.6 eV
energy relative to the best compared isomer or geometry (same formula, charge and spin): 31.8 kcal/mol
frontier orbital gap: 8.37 eV


Record 4
ORCA calculation (ωB97M-V with the def2-TZVPD basis set) on a cluster of 9 separate species, C93H154F6N9O5P2 in total in a non-equilibrium geometry.

The geometry in XYZ format:
```
269
C93H154F6N9O5P2, DFT ωB97M-V with the def2-TZVPD basis set
C -22.844 5.631 34.814
C -22.072 4.722 35.801
C -22.284 3.214 35.466
C -23.784 2.821 35.648
P -24.016 1.088 35.506
C -23.310 0.044 36.849
C -23.861 0.309 38.223
C -23.350 -0.663 39.249
C -24.077 -0.516 40.606
C -22.988 0.476 34.038
C -23.409 1.083 32.700
C -22.868 0.287 31.425
C -23.312 0.890 30.107
C -25.871 0.835 35.290
C -26.625 1.724 36.196
C -28.069 1.244 36.378
C -28.894 2.035 37.352
H -23.902 5.443 34.635
H -22.458 5.624 33.794
H -22.921 6.615 35.277
H -22.426 4.877 36.821
H -21.017 4.994 35.823
H -21.677 2.593 36.125
H -21.827 2.992 34.501
H -24.439 3.235 34.881
H -24.193 3.050 36.632
H -22.281 0.376 36.986
H -23.346 -0.968 36.448
H -24.948 0.241 38.247
H -23.687 1.307 38.627
H -22.275 -0.517 39.361
H -23.369 -1.685 38.872
H -23.665 -1.253 41.296
H -25.155 -0.477 40.453
H -23.854 0.506 40.911
H -23.230 -0.587 34.055
H -21.927 0.664 34.205
H -22.992 2.069 32.498
H -24.477 1.282 32.610
H -23.296 -0.714 31.364
H -21.799 0.083 31.374
H -22.619 1.624 29.697
H -24.366 1.166 30.081
H -23.266 0.126 29.331
H -26.016 -0.230 35.467
H -26.026 1.064 34.236
H -26.705 2.758 35.863
H -26.299 1.745 37.236
H -28.086 0.208 36.715
H -28.494 1.276 35.375
H -29.934 1.710 37.379
H -28.922 3.102 37.130
H -28.594 1.999 38.399
C -23.149 -8.935 19.129
C -23.789 -8.891 20.585
C -24.685 -7.634 20.904
C -26.041 -7.786 20.181
P -27.357 -6.962 21.026
C -26.765 -5.197 21.185
C -27.944 -4.185 21.589
C -28.740 -3.553 20.506
C -28.033 -2.513 19.609
C -28.895 -7.163 20.013
C -28.858 -7.239 18.411
C -28.564 -5.920 17.711
C -28.587 -6.003 16.185
C -27.614 -7.668 22.665
C -28.309 -9.013 22.923
C -27.594 -10.341 22.777
C -26.273 -10.344 23.561
H -22.187 -8.424 19.090
H -23.865 -8.737 18.332
H -22.807 -9.953 18.943
H -23.007 -8.948 21.342
H -24.337 -9.830 20.661
H -24.198 -6.683 20.685
H -24.730 -7.572 21.991
H -26.257 -8.849 20.078
H -25.904 -7.376 19.180
H -26.218 -4.951 20.275
H -26.069 -5.278 22.020
H -27.445 -3.462 22.234
H -28.463 -4.634 22.435
H -29.511 -2.959 20.997
H -29.360 -4.312 20.030
H -27.581 -1.666 20.125
H -28.766 -2.176 18.876
H -27.256 -2.985 19.007
H -29.568 -6.412 20.426
H -29.348 -8.131 20.230
H -29.803 -7.660 18.067
H -28.082 -7.953 18.135
H -27.599 -5.511 18.013
H -29.269 -5.157 18.040
H -27.698 -6.468 15.760
H -28.651 -5.018 15.721
H -29.389 -6.635 15.804
H -28.218 -6.881 23.117
H -26.697 -7.584 23.248
H -29.314 -9.038 22.504
H -28.613 -8.866 23.960
H -27.331 -10.506 21.732
H -28.230 -11.211 22.943
H -25.920 -11.370 23.669
H -26.290 -9.967 24.583
H -25.547 -9.755 23.001
C -29.543 2.118 19.623
N -30.807 1.294 19.606
C -31.000 0.547 18.341
C -30.738 0.352 20.823
C -32.037 2.246 19.764
C -31.984 3.304 20.877
O -31.926 2.739 22.198
H -28.685 1.483 19.404
H -29.392 2.556 20.610
H -29.605 2.880 18.846
H -32.026 0.183 18.293
H -30.276 -0.266 18.287
H -30.791 1.202 17.495
H -30.717 0.892 21.770
H -29.819 -0.231 20.755
H -31.673 -0.207 20.839
H -32.887 1.592 19.956
H -32.154 2.652 18.759
H -32.946 3.817 20.876
H -31.203 4.036 20.672
H -31.247 3.124 22.757
C -26.753 -1.338 31.963
N -27.498 -2.240 31.080
C -27.518 -3.555 31.390
C -28.045 -4.481 30.472
C -28.744 -4.017 29.278
C -28.874 -2.601 29.143
C -28.201 -1.785 29.995
C -29.366 -4.902 28.295
C -30.240 -5.910 28.713
C -30.903 -6.697 27.790
N -30.524 -6.708 26.549
C -29.582 -5.817 26.080
C -29.046 -4.827 26.979
C -31.204 -7.576 25.608
H -25.742 -1.689 32.170
H -27.305 -1.041 32.855
H -26.766 -0.382 31.441
H -26.973 -3.918 32.248
H -28.038 -5.535 30.704
H -29.561 -2.040 28.527
H -28.194 -0.708 29.923
H -30.436 -5.910 29.775
H -31.731 -7.301 28.129
H -29.385 -5.874 25.020
H -28.431 -3.998 26.661
H -30.549 -7.875 24.790
H -31.949 -6.926 25.148
H -31.780 -8.405 26.021
C -32.583 0.083 24.014
N -33.863 0.437 24.598
C -34.820 0.911 23.785
C -35.926 1.555 24.363
C -36.048 1.694 25.746
C -34.975 1.217 26.540
C -33.909 0.572 25.891
C -37.193 2.403 26.383
C -38.534 2.184 26.071
C -39.601 2.911 26.672
N -39.304 3.848 27.623
C -38.011 4.089 27.985
C -36.999 3.366 27.346
C -40.403 4.629 28.228
H -32.085 -0.778 24.460
H -31.872 0.903 24.113
H -32.783 -0.088 22.956
H -34.685 0.788 22.720
H -36.663 2.035 23.736
H -34.920 1.318 27.614
H -33.051 0.137 26.382
H -38.894 1.512 25.306
H -40.654 2.746 26.500
H -37.864 4.811 28.774
H -36.042 3.299 27.840
H -39.964 5.592 28.490
H -40.733 4.161 29.155
H -41.260 4.659 27.554
C -31.347 2.099 28.999
N -30.492 3.186 28.724
C -30.673 4.395 29.388
C -29.872 5.500 29.093
C -28.906 5.471 28.037
C -28.768 4.210 27.387
C -29.591 3.072 27.703
C -28.012 6.571 27.745
C -28.493 7.820 27.305
C -27.628 8.916 27.066
N -26.307 8.687 27.235
C -25.828 7.479 27.507
C -26.653 6.378 27.767
C -25.354 9.748 26.969
H -31.996 2.311 29.848
H -30.768 1.223 29.290
H -31.833 1.898 28.044
H -31.340 4.312 30.233
H -29.836 6.378 29.721
H -28.137 4.149 26.513
H -29.384 2.164 27.156
H -29.539 7.953 27.074
H -27.897 9.867 26.631
H -24.760 7.332 27.448
H -26.256 5.412 28.043
H -25.172 9.727 25.894
H -24.473 9.439 27.531
H -25.753 10.659 27.414
C -24.146 -0.424 15.754
N -24.307 -0.558 17.272
C -24.021 -1.768 17.731
C -24.144 -2.040 19.085
C -24.385 -1.009 19.975
C -24.649 0.291 19.457
C -24.728 0.449 18.071
C -24.379 -1.162 21.450
C -23.841 -0.242 22.385
C -23.858 -0.504 23.744
N -24.506 -1.545 24.257
C -25.045 -2.436 23.403
C -25.044 -2.274 21.999
C -24.374 -1.925 25.685
H -24.719 -1.241 15.315
H -23.074 -0.534 15.591
H -24.492 0.531 15.359
H -23.925 -2.564 17.007
H -23.947 -3.063 19.371
H -24.939 1.159 20.030
H -24.766 1.398 17.558
H -23.225 0.545 21.974
H -23.374 0.219 24.384
H -25.365 -3.354 23.873
H -25.687 -2.930 21.431
H -23.722 -2.790 25.810
H -25.342 -2.200 26.102
H -23.987 -1.087 26.265
C -28.946 4.714 23.319
O -27.928 4.248 24.090
O -30.079 3.981 23.708
C -29.054 6.287 23.349
F -30.173 6.767 22.727
F -29.110 6.812 24.596
F -27.983 6.784 22.687
C -26.650 4.099 23.470
C -25.757 3.620 24.603
H -24.750 3.362 24.275
H -25.629 4.316 25.432
H -26.193 2.724 25.046
H -26.185 5.030 23.146
H -26.561 3.377 22.658
H -28.585 4.564 22.301
C -29.087 -0.681 25.741
O -28.036 -0.579 26.686
O -30.177 0.041 26.234
C -28.631 -0.875 24.207
F -28.339 0.192 23.448
F -27.619 -1.635 24.205
F -29.590 -1.527 23.489
C -27.090 0.354 26.427
C -26.275 0.552 27.642
H -26.747 1.055 28.486
H -25.869 -0.397 27.992
H -25.484 1.259 27.388
H -27.419 1.352 26.139
H -26.404 0.176 25.599
H -29.266 -1.710 26.050
```

Values from the calculation:
max |F|: 0.095 Eh/bohr
LUMO: -0.611 hartree
E_HOMO: -20.8 eV
net charge: +9
frontier orbital gap: 4.20 eV


Question: max |F| of number 2 (C3H5N2O2)?
Answer: 0.067 Eh/bohr


Question: max |F| of number 3 (C20H19N9O)?
Answer: 0.063 Eh/bohr


Question: Among the records above, which one has the highest max |F|?
Answer: C93H154F6N9O5P2